C44H88F9NO21 | ωB97M-V with the def2-TZVPD basis set

**Lowest unoccupied orbital energy**: 0.38 eV
**Gap between HOMO and LUMO**: 9.708 eV
**HOMO level**: -9.32 eV
**Energy above the lowest of the compared OMol25 structures with the same formula, charge and spin**: 80.9 kcal per mole
**SMILES string**: CCOC(=O)C(F)(F)F.CCOC(=O)C(F)(F)F.CCOC(=O)C(F)(F)F.COCCOCCOC.COCCOCCOC.COCCOCCOC.COCCOCCOC.COCCOCCOC.CC#N

Cartesian coordinates (Å):
C (1.603, 5.656, 4.048)
C (2.746, 4.807, 3.390)
O (2.114, 4.118, 2.268)
C (2.787, 4.068, 1.042)
O (3.884, 4.528, 0.879)
C (1.985, 3.412, -0.161)
F (2.624, 2.390, -0.685)
F (0.740, 3.085, 0.249)
F (1.912, 4.305, -1.154)
H (1.139, 6.423, 3.428)
H (1.869, 6.141, 4.988)
H (0.901, 4.974, 4.529)
H (3.195, 4.020, 3.996)
H (3.476, 5.541, 3.047)
C (6.675, 0.682, 0.412)
C (5.921, 1.981, 0.841)
O (6.856, 2.819, 1.492)
C (6.586, 3.264, 2.708)
O (5.592, 2.966, 3.308)
C (7.653, 4.289, 3.305)
F (8.512, 3.543, 3.980)
F (8.311, 4.935, 2.346)
F (7.032, 5.129, 4.127)
H (6.809, -0.008, 1.245)
H (7.602, 0.880, -0.127)
H (6.007, 0.155, -0.269)
H (5.015, 1.751, 1.402)
H (5.553, 2.446, -0.074)
C (1.962, -1.016, 7.207)
C (2.076, -2.552, 7.013)
O (3.395, -2.854, 6.708)
C (4.331, -2.920, 7.743)
O (4.122, -2.705, 8.954)
C (5.672, -3.530, 7.289)
F (6.634, -2.638, 7.652)
F (5.818, -4.696, 7.958)
F (5.626, -3.731, 5.937)
H (2.195, -0.377, 6.355)
H (2.693, -0.633, 7.918)
H (0.986, -0.724, 7.596)
H (1.468, -2.755, 6.131)
H (1.814, -3.224, 7.830)
C (-6.541, 3.871, -9.865)
O (-5.346, 3.587, -9.149)
C (-5.461, 2.330, -8.397)
C (-4.316, 2.112, -7.461)
O (-4.354, 2.996, -6.323)
C (-3.568, 2.473, -5.259)
C (-3.280, 3.589, -4.217)
O (-2.379, 3.181, -3.144)
C (-1.695, 4.217, -2.533)
H (-7.471, 3.922, -9.299)
H (-6.636, 3.258, -10.761)
H (-6.340, 4.908, -10.136)
H (-5.420, 1.509, -9.112)
H (-6.375, 2.361, -7.803)
H (-3.383, 2.139, -8.025)
H (-4.366, 1.080, -7.113)
H (-2.626, 2.254, -5.761)
H (-3.962, 1.575, -4.785)
H (-4.143, 4.082, -3.770)
H (-2.777, 4.408, -4.730)
H (-1.077, 3.667, -1.824)
H (-2.341, 4.915, -2.002)
H (-0.958, 4.706, -3.170)
C (-0.206, -0.387, -5.761)
O (-1.544, -0.607, -6.183)
C (-2.067, -1.900, -6.276)
C (-2.461, -2.757, -5.046)
O (-1.337, -3.138, -4.354)
C (-1.546, -4.385, -3.618)
C (-0.151, -4.893, -3.213)
O (0.688, -5.644, -4.147)
C (1.002, -4.820, -5.254)
H (0.534, -0.290, -6.556)
H (0.182, -1.224, -5.180)
H (-0.180, 0.527, -5.167)
H (-1.417, -2.455, -6.953)
H (-2.835, -1.828, -7.046)
H (-2.975, -3.606, -5.496)
H (-3.168, -2.224, -4.410)
H (-2.104, -5.129, -4.187)
H (-2.134, -4.172, -2.726)
H (-0.271, -5.632, -2.421)
H (0.459, -4.039, -2.917)
H (1.767, -5.269, -5.888)
H (1.408, -3.888, -4.864)
H (0.271, -4.425, -5.960)
C (-2.715, 5.592, 4.985)
O (-2.800, 4.215, 4.764)
C (-4.121, 3.796, 4.407)
C (-3.872, 2.427, 3.769)
O (-3.561, 2.537, 2.358)
C (-3.401, 1.185, 1.784)
C (-2.164, 0.441, 2.096)
O (-2.440, -0.513, 3.183)
C (-1.266, -1.296, 3.582)
H (-2.393, 6.163, 4.114)
H (-1.927, 5.700, 5.730)
H (-3.608, 5.937, 5.506)
H (-4.544, 4.499, 3.689)
H (-4.746, 3.769, 5.299)
H (-4.816, 1.893, 3.875)
H (-3.128, 1.870, 4.338)
H (-3.522, 1.503, 0.749)
H (-4.344, 0.697, 2.030)
H (-1.403, 1.107, 2.504)
H (-1.808, -0.147, 1.250)
H (-0.466, -0.651, 3.946)
H (-0.867, -1.876, 2.750)
H (-1.526, -1.990, 4.382)
C (5.201, -5.531, 2.691)
O (3.903, -5.637, 2.108)
C (3.880, -5.725, 0.671)
C (2.474, -5.963, 0.106)
O (1.523, -4.998, 0.421)
C (1.004, -5.071, 1.754)
C (-0.208, -4.096, 1.766)
O (-1.248, -4.650, 1.008)
C (-1.830, -3.696, 0.179)
H (6.046, -6.100, 2.302)
H (5.120, -5.876, 3.722)
H (5.566, -4.509, 2.793)
H (4.571, -6.514, 0.372)
H (4.347, -4.811, 0.304)
H (2.131, -6.928, 0.479)
H (2.468, -6.091, -0.977)
H (1.733, -4.918, 2.550)
H (0.639, -6.064, 2.016)
H (0.223, -3.135, 1.485)
H (-0.462, -4.026, 2.824)
H (-2.768, -4.112, -0.189)
H (-1.257, -3.385, -0.695)
H (-2.101, -2.792, 0.725)
C (-3.294, -0.428, -1.326)
O (-1.904, -0.791, -1.095)
C (-0.978, 0.103, -1.807)
C (0.416, -0.435, -1.538)
O (0.702, -0.252, -0.229)
C (2.066, -0.643, 0.166)
C (2.234, -0.390, 1.659)
O (2.442, 0.982, 2.142)
C (2.712, 0.903, 3.546)
H (-3.756, -0.736, -2.265)
H (-3.534, 0.632, -1.235)
H (-3.848, -0.999, -0.581)
H (-1.139, 1.127, -1.470)
H (-1.271, 0.089, -2.856)
H (1.182, -0.025, -2.196)
H (0.240, -1.506, -1.630)
H (2.765, 0.078, -0.258)
H (2.353, -1.651, -0.132)
H (3.086, -0.931, 2.070)
H (1.392, -0.797, 2.219)
H (3.747, 0.572, 3.635)
H (1.990, 0.307, 4.104)
H (2.654, 1.894, 3.996)
C (-8.275, 0.891, -2.025)
C (-6.871, 1.128, -2.303)
N (-5.783, 1.314, -2.482)
H (-8.744, 1.872, -1.953)
H (-8.459, 0.103, -1.294)
H (-8.636, 0.460, -2.959)

Forces on atoms 1 to 3 (eV/Å):
0.4431 -1.3875 1.2571
-1.2411 1.5006 -0.3544
0.6455 -0.2702 -2.5779